1.
This record from OMol25 describes 2 unconnected molecules or ions with the total composition C3H8N3O2 in a non-equilibrium geometry. The level of theory is ωB97M-V with the def2-TZVPD basis set.

The calculation puts the total energy at -433.9145 Eh. For the frontier orbital gap, the calculation gives 7.97 eV. As for the LUMO energy: 4.3 eV.

```
! RIJCOSX wB97M-V def2-TZVPD def2/J DEFGRID3
* xyz -1 1
C -0.61 -1.34 1.48
C -1.21 -0.26 0.98
N -2.41 0.33 1.47
N 0.58 -1.89 1.00
H -1.05 -1.94 2.30
H -0.56 0.28 0.27
H -3.14 0.41 0.75
H -2.25 1.26 1.88
H 1.19 -2.28 1.77
H 1.04 -1.33 0.26
N 1.83 1.60 -2.39
C 1.01 0.86 -1.57
O -0.21 1.15 -1.64
O 1.61 -0.05 -0.90
H 2.79 1.19 -2.49
H 1.38 2.01 -3.17
*
```

***

2.
This record from OMol25 describes C3H8N3O3P in the gas phase in a non-equilibrium geometry. The level of theory is ωB97M-V with the def2-TZVPD basis set.

The calculation puts the total energy at -850.4039 Eh. For the frontier orbital gap, the calculation gives 10.26 eV. Its SMILES is CC(=O)C[P@@](N)(=O)NN=O. As for the LUMO energy: 0.5 eV.

```
! RIJCOSX wB97M-V def2-TZVPD def2/J DEFGRID3
* xyz 0 1
C -1.26 -0.86 0.31
C -2.70 -0.60 0.62
C -0.66 0.14 -0.80
N 2.69 -0.81 -0.60
N 1.28 1.79 -0.93
N 1.84 -0.61 0.42
O -0.64 -1.72 0.88
O 3.49 -1.74 -0.46
O 0.40 1.49 1.50
P 0.68 0.82 0.24
H -2.49 0.15 1.51
H -3.06 0.05 -0.14
H -3.40 -1.50 0.72
H -0.14 -0.31 -1.60
H -1.35 0.86 -1.17
H 1.38 2.60 -0.41
H 2.08 1.39 -1.35
H 1.87 -1.14 1.26
*
```

***

3.
This record from OMol25 describes a gas-phase ion, C3H8N3S (charge +1) in a non-equilibrium geometry. The level of theory is ωB97M-V with the def2-TZVPD basis set.

The calculation puts the total energy at -681.2866 Eh. For the frontier orbital gap, the calculation gives 10.17 eV. Its SMILES is S[C@@H]1NC=[NH+]CN1. As for the LUMO energy: -3.6 eV.

```
! RIJCOSX wB97M-V def2-TZVPD def2/J DEFGRID3
* xyz 1 1
C 0.89 -1.23 0.30
C 0.95 1.18 -0.15
C -1.12 0.09 -0.58
N -0.28 -1.32 -0.24
N -0.49 1.22 -0.05
N 1.57 -0.07 0.30
S -2.81 -0.04 0.05
H 1.30 -2.13 0.74
H 1.32 1.37 -1.20
H 1.45 1.90 0.49
H -1.23 0.30 -1.68
H -0.63 -2.27 -0.38
H -0.78 1.51 0.93
H 2.57 -0.04 0.25
H -2.71 -0.45 1.23
*
```

***

4.
This record from OMol25 describes a gas-phase ion, C3H8N3S (charge +1) in a non-equilibrium geometry. The level of theory is ωB97M-V with the def2-TZVPD basis set.

The calculation puts the total energy at -681.1820 Eh. For the frontier orbital gap (alpha / beta), the calculation gives 7.03 / 9.53 eV. As for the LUMO energy (alpha / beta): -4.8 / -4.1 eV.

```
! RIJCOSX wB97M-V def2-TZVPD def2/J DEFGRID3
* xyz 1 1
C 0.72 1.41 0.06
C -1.14 -0.29 -0.19
C 0.37 -0.09 -0.13
N -0.01 2.26 0.53
N -0.96 -0.51 2.36
N 1.02 -0.57 -1.41
S -1.85 0.31 1.41
H 1.74 1.64 -0.29
H -1.61 0.31 -0.96
H -1.40 -1.34 -0.29
H 0.77 -0.67 0.71
H -1.17 -0.44 3.34
H 0.59 -1.44 -1.75
H 2.02 -0.74 -1.26
H 0.92 0.15 -2.13
*
```

***

5.
This record from OMol25 describes 2 unconnected molecules or ions with the total composition C3H8N3S in a non-equilibrium geometry. The level of theory is ωB97M-V with the def2-TZVPD basis set.

The calculation puts the total energy at -681.1137 Eh. For the frontier orbital gap (alpha / beta), the calculation gives 4.63 / 6.56 eV. As for the LUMO energy (alpha / beta): -8.7 / -7.0 eV.

```
! RIJCOSX wB97M-V def2-TZVPD def2/J DEFGRID3
* xyz 1 1
C -1.06 -1.36 0.92
C -1.66 -0.72 -1.30
C 2.04 1.49 0.45
N -1.00 -1.33 -0.41
N -0.63 -0.45 1.68
N 0.91 1.33 -0.28
S -1.24 -0.72 -2.96
H -1.38 -2.35 1.29
H -2.57 -0.15 -1.09
H 2.62 2.29 -0.07
H 1.94 1.75 1.51
H 2.72 0.65 0.26
H -0.64 -0.57 2.68
H 0.05 1.61 0.17
H -0.13 -1.47 -2.86
*
```

***

6.
This record from OMol25 describes 2 unconnected molecules or ions with the total composition C3H8N4 in a non-equilibrium geometry. The level of theory is ωB97M-V with the def2-TZVPD basis set.

The calculation puts the total energy at -338.0003 Eh. For the frontier orbital gap, the calculation gives 7.97 eV. Its SMILES is N=C=C(N)N.C=N. As for the LUMO energy: 0.8 eV.

```
! RIJCOSX wB97M-V def2-TZVPD def2/J DEFGRID3
* xyz 0 1
C 0.71 1.17 -0.11
C -2.02 -0.67 0.59
C 1.17 -0.01 -0.43
N 0.02 2.08 0.33
N -2.70 0.31 0.90
N 2.24 -0.53 0.34
N 0.89 -0.52 -1.69
H -2.44 -1.68 0.78
H -1.06 -0.42 0.00
H -0.62 1.74 0.99
H -3.60 0.16 1.45
H 2.33 -0.04 1.17
H 3.09 -0.88 0.02
H 0.24 0.14 -2.25
H 1.75 -0.86 -2.10
*
```